1.
Molecular formula: C51H132N4O17
Method: DFT, ωB97M-V/def2-TZVPD

Geometry as XYZ:
```
204
Properties=species:S:1:pos:R:3:lowdin_charge:R:1
C 6.137 -0.676 1.953 -0.120
O 4.755 -0.715 1.790 -0.194
C 4.290 -1.501 0.725 -0.227
C 4.497 -0.888 -0.601 -0.189
N 3.706 0.352 -0.745 -0.038
C 3.710 0.673 -2.172 -0.217
C 3.136 1.983 -2.486 -0.175
O 1.703 1.983 -2.235 -0.212
C 1.183 3.225 -2.601 -0.131
H 6.660 0.060 1.337 0.084
H 6.590 -1.667 1.877 0.090
H 6.417 -0.425 2.961 0.078
H 3.236 -1.680 0.930 0.113
H 4.686 -2.528 0.779 0.120
H 4.252 -1.582 -1.413 0.109
H 5.543 -0.688 -0.868 0.130
H 2.738 0.186 -0.453 0.101
H 3.165 -0.123 -2.706 0.117
H 4.756 0.714 -2.472 0.135
H 3.288 2.143 -3.559 0.136
H 3.532 2.765 -1.863 0.110
H 1.699 4.020 -2.041 0.084
H 0.126 3.335 -2.370 0.078
H 1.240 3.417 -3.674 0.089
C 6.208 1.542 8.903 -0.133
O 5.704 1.524 7.608 -0.171
C 4.351 1.196 7.612 -0.270
C 3.892 1.197 6.216 -0.224
N 2.474 0.850 6.124 -0.046
C 2.074 0.675 4.749 -0.218
C 2.468 -0.644 4.091 -0.187
O 1.641 -1.687 4.661 -0.179
C 1.831 -2.909 4.014 -0.131
H 7.250 1.847 8.841 0.088
H 6.134 0.578 9.430 0.091
H 5.683 2.285 9.513 0.088
H 3.748 1.901 8.199 0.133
H 4.231 0.226 8.109 0.129
H 4.541 0.530 5.631 0.122
H 4.015 2.181 5.768 0.126
H 2.384 -0.047 6.591 0.107
H 2.465 1.529 4.182 0.096
H 0.984 0.853 4.699 0.102
H 3.541 -0.857 4.193 0.116
H 2.292 -0.480 3.017 0.110
H 2.847 -3.330 4.024 0.093
H 1.532 -2.779 2.969 0.071
H 1.222 -3.668 4.495 0.083
C 3.247 -4.945 -0.008 -0.166
O 2.753 -3.836 -0.652 -0.213
C 2.456 -4.143 -2.073 -0.148
C 0.945 -4.159 -2.338 -0.212
N 0.239 -5.251 -1.679 -0.018
C -1.180 -5.068 -1.526 -0.226
C -1.955 -5.143 -2.760 -0.221
O -1.700 -3.956 -3.501 -0.196
C -2.661 -3.761 -4.480 -0.123
H 2.497 -5.754 0.079 0.082
H 3.512 -4.691 1.009 0.074
H 4.172 -5.354 -0.473 0.101
H 2.881 -5.122 -2.367 0.124
H 2.994 -3.385 -2.658 0.112
H 0.885 -4.237 -3.433 0.115
H 0.635 -3.130 -2.128 0.104
H 0.697 -5.398 -0.781 0.076
H -1.431 -4.087 -1.099 0.098
H -1.447 -5.811 -0.781 0.117
H -3.036 -5.263 -2.639 0.124
H -1.677 -6.010 -3.369 0.132
H -2.609 -4.588 -5.196 0.095
H -2.438 -2.829 -4.995 0.077
H -3.672 -3.705 -4.068 0.081
C -0.283 -5.834 2.364 -0.100
O -1.352 -5.077 2.870 -0.204
C -2.613 -5.785 2.810 -0.197
C -3.606 -4.969 3.550 -0.220
N -3.742 -3.667 2.943 -0.046
C -4.242 -2.696 3.884 -0.208
C -4.230 -1.307 3.265 -0.204
O -2.958 -0.973 2.720 -0.225
C -1.984 -0.708 3.714 -0.092
H -0.179 -6.724 2.984 0.091
H 0.646 -5.282 2.476 0.075
H -0.486 -6.079 1.321 0.074
H -2.503 -6.786 3.243 0.129
H -2.864 -5.896 1.756 0.118
H -3.297 -4.918 4.600 0.123
H -4.578 -5.487 3.590 0.135
H -2.793 -3.416 2.692 0.102
H -3.652 -2.686 4.806 0.110
H -5.267 -2.891 4.218 0.131
H -4.489 -0.569 4.038 0.125
H -5.016 -1.262 2.522 0.101
H -2.282 0.076 4.434 0.099
H -1.096 -0.384 3.220 0.063
H -1.780 -1.585 4.335 0.089
C -0.183 -1.321 -6.720 -0.071
C 1.214 -0.768 -6.472 -0.474
C 1.721 -1.365 -5.172 -0.049
O 2.164 -1.113 -7.526 -0.056
H -0.853 -1.012 -5.925 0.056
H -0.110 -2.414 -6.830 0.092
H -0.634 -1.041 -7.664 0.072
H 1.212 0.317 -6.452 0.111
H 1.712 -2.432 -5.366 0.082
H 1.025 -1.107 -4.358 0.087
H 2.716 -0.999 -5.005 0.069
H 1.860 -0.740 -8.361 0.083
C -0.458 6.316 -4.055 -0.060
C -0.618 7.186 -2.816 -0.503
C -0.147 6.432 -1.628 -0.063
O 0.205 8.338 -2.946 -0.041
H -0.831 6.793 -4.960 0.079
H -1.091 5.436 -3.926 0.063
H 0.558 5.910 -4.118 0.082
H -1.661 7.487 -2.758 0.137
H -0.798 5.604 -1.358 0.064
H -0.047 7.108 -0.784 0.090
H 0.857 6.044 -1.830 0.075
H 0.021 8.794 -3.768 0.084
C -0.185 -1.792 0.575 -0.042
C -0.466 -0.808 -0.525 -0.438
C -1.167 0.457 -0.063 -0.036
O 0.843 -0.400 -1.073 -0.094
H 0.451 -2.607 0.192 0.073
H -1.094 -2.213 1.004 0.069
H 0.376 -1.296 1.385 0.074
H -1.035 -1.311 -1.304 0.121
H -2.086 0.208 0.487 0.074
H -1.495 0.994 -0.970 0.064
H -0.472 1.035 0.548 0.075
H 0.726 0.439 -1.581 0.060
C -4.980 0.967 -1.734 -0.062
C -5.417 0.529 -3.108 -0.488
C -5.187 -0.922 -3.403 -0.059
O -6.833 0.711 -3.260 -0.033
H -5.374 0.342 -0.919 0.073
H -5.367 1.959 -1.511 0.074
H -3.897 0.935 -1.596 0.057
H -4.745 1.086 -3.749 0.106
H -4.155 -1.237 -3.335 0.060
H -5.475 -1.165 -4.436 0.093
H -5.793 -1.572 -2.763 0.074
H -6.948 1.662 -3.127 0.088
C -6.270 -2.578 0.035 -0.036
C -4.984 -3.271 -0.401 -0.512
C -3.775 -2.399 -0.353 -0.041
O -4.758 -4.493 0.232 -0.040
H -7.145 -3.206 -0.147 0.082
H -6.453 -1.651 -0.520 0.065
H -6.224 -2.416 1.118 0.066
H -5.167 -3.513 -1.448 0.123
H -3.478 -1.973 0.610 0.062
H -3.844 -1.493 -0.948 0.057
H -2.913 -2.974 -0.706 0.061
H -4.521 -4.316 1.145 0.036
C -3.639 2.488 2.118 -0.052
C -3.515 3.773 1.385 -0.511
C -2.736 3.674 0.105 -0.054
O -4.732 4.519 1.220 -0.039
H -4.202 2.586 3.036 0.087
H -2.679 2.074 2.417 0.056
H -4.123 1.758 1.446 0.086
H -2.919 4.442 1.999 0.131
H -2.749 4.627 -0.427 0.076
H -3.255 2.946 -0.533 0.062
H -1.681 3.463 0.307 0.068
H -5.342 4.147 0.568 0.085
C 4.672 2.682 2.142 -0.049
C 5.093 3.205 0.760 -0.484
C 6.044 4.342 0.885 -0.067
O 5.755 2.172 -0.003 -0.075
H 4.052 1.792 2.088 0.060
H 4.155 3.467 2.695 0.064
H 5.560 2.395 2.723 0.089
H 4.238 3.539 0.159 0.116
H 6.366 4.732 -0.075 0.080
H 6.952 4.011 1.400 0.087
H 5.599 5.104 1.522 0.081
H 5.063 1.572 -0.294 0.009
C -0.038 2.960 2.942 -0.064
C 1.000 4.063 3.165 -0.453
C 1.460 4.457 1.767 -0.065
O 0.513 5.305 3.690 -0.044
H 0.330 2.133 2.309 0.071
H -0.941 3.300 2.428 0.050
H -0.291 2.396 3.844 0.066
H 1.809 3.625 3.763 0.118
H 1.814 3.575 1.218 0.074
H 2.220 5.227 1.797 0.078
H 0.629 4.887 1.176 0.081
H 0.172 5.280 4.597 0.098
C -1.756 1.402 -4.083 -0.044
C -1.950 2.351 -5.251 -0.434
C -1.487 1.876 -6.589 -0.050
O -3.413 2.654 -5.208 -0.079
H -0.705 1.186 -3.885 0.073
H -2.302 0.465 -4.219 0.082
H -2.097 1.887 -3.173 0.064
H -1.560 3.325 -5.010 0.107
H -1.793 2.606 -7.361 0.090
H -2.002 0.937 -6.834 0.084
H -0.402 1.753 -6.608 0.070
H -3.736 3.293 -5.844 0.075
```

Properties
E_HOMO (Eh): -0.32732
Molecular weight (g/mol): 1073.6
Multiplicity: 1
LUMO (eV): 0.367
Orbital gap (eV): 9.27
ΔE to the lowest compared entry with this formula, charge and spin (kJ/mol): 167.02

=====

2.
Molecular formula: C3H9N3O3S
Method: DFT, ωB97M-V/def2-TZVPD

Geometry as XYZ:
```
19
Properties=species:S:1:pos:R:3:lowdin_charge:R:1
C 1.487 0.303 -0.346 -0.648
C 3.016 0.275 -0.047 -0.026
C -1.131 -0.801 -0.458 -0.206
N -1.577 -1.918 0.095 0.107
N -1.168 1.774 -0.015 -0.067
N 0.699 -0.215 0.556 0.080
O 0.992 0.773 -1.392 -0.071
O -2.593 0.202 1.406 -0.308
O -3.112 0.503 -0.974 -0.282
S -2.123 0.526 0.071 0.549
H 3.548 0.727 -0.862 0.050
H 3.493 -0.783 0.090 0.101
H 3.259 0.767 0.951 0.088
H -0.625 -0.553 -1.413 0.131
H -1.382 -2.871 -0.210 0.137
H -2.346 -1.707 0.765 0.117
H -1.146 2.254 0.946 0.145
H -0.357 1.439 -0.542 0.014
H 1.063 -0.696 1.380 0.089
```

Properties
E_HOMO (Eh): -0.35065
Molecular weight (g/mol): 167.2
Multiplicity: 1
LUMO (eV): 0.366
Orbital gap (eV): 9.91
ΔE to the lowest compared entry with this formula, charge and spin (kJ/mol): 226.96

=====

3.
Molecular formula: CH7NOS
Method: DFT, ωB97M-V/def2-TZVPD

Geometry as XYZ:
```
11
Properties=species:S:1:pos:R:3:lowdin_charge:R:1
N -1.907 -1.056 -0.106 -0.007
C -1.191 0.096 -0.764 -0.346
O -1.783 0.455 -1.994 -0.040
H -1.436 -1.419 0.713 0.053
H -2.795 -0.694 0.239 0.058
H -0.079 0.016 -0.585 0.101
H -1.432 0.885 -0.049 0.091
H -2.690 0.518 -1.681 0.078
S 2.460 0.221 1.332 0.501
H 2.514 -0.131 0.073 -0.243
H 1.171 0.319 1.620 -0.246
```

Properties
E_HOMO (Eh): -0.35262
SMILES: NCO.S
Molecular weight (g/mol): 81.1
Multiplicity: 1
LUMO (eV): 0.617
Orbital gap (eV): 10.21
ΔE to the lowest compared entry with this formula, charge and spin (kJ/mol): 96.17

=====

4.
Molecular formula: C5H13N2O
Method: DFT, ωB97M-V/def2-TZVPD

Geometry as XYZ:
```
21
Properties=species:S:1:pos:R:3:lowdin_charge:R:1
C 0.141 1.025 -1.251 -0.457
O 1.196 0.209 -1.578 -0.304
C -1.184 0.277 -1.283 -0.276
C -1.457 -0.345 -2.665 -0.137
H 0.057 1.882 -1.963 0.088
H 0.257 1.512 -0.260 0.086
H -2.050 0.877 -0.969 0.087
H -1.122 -0.554 -0.571 0.087
H -2.209 -1.132 -2.580 0.050
H -0.523 -0.773 -3.024 0.056
H -1.786 0.419 -3.376 0.055
C 1.486 -0.219 1.741 -0.293
C 0.342 -0.682 2.274 -0.263
N -0.302 0.063 3.321 -0.044
N 2.116 -0.691 0.602 -0.034
H 1.976 0.640 2.219 0.092
H -0.148 -1.570 1.881 0.081
H -0.462 -0.489 4.154 0.037
H -1.196 0.439 3.021 0.044
H 3.118 -0.665 0.715 0.029
H 1.750 -0.221 -0.407 0.017
```

Properties
Net charge: -1
E_HOMO (Eh): -0.11393
Molecular weight (g/mol): 117.2
Multiplicity: 1
LUMO (eV): 4.074
Orbital gap (eV): 7.17
ΔE to the lowest compared entry with this formula, charge and spin (kJ/mol): 95.16

=====

5.
Molecular formula: C3H11N4O
Method: DFT, ωB97M-V/def2-TZVPD

Geometry as XYZ:
```
19
Properties=species:S:1:pos:R:3:lowdin_charge:R:1
C 0.857 -1.695 1.324 -0.015
N -2.199 -1.345 -0.674 0.201
C -0.950 -1.475 -0.307 -0.178
N -0.554 -1.584 0.933 0.025
H 1.380 -0.770 1.112 0.085
H 1.329 -2.525 0.800 0.101
H 0.894 -1.890 2.388 0.099
H -2.946 -1.480 -0.009 0.142
H -2.448 -1.355 -1.651 0.142
H -0.186 -1.477 -1.070 0.159
H -1.242 -1.489 1.666 0.165
N 0.355 3.158 -0.073 0.169
C 0.322 1.930 -0.657 -0.648
N 1.481 1.592 -1.377 0.141
O -0.677 1.226 -0.635 0.008
H -0.385 3.320 0.592 0.114
H 1.250 3.543 0.182 0.107
H 2.337 1.673 -0.833 0.100
H 1.382 0.643 -1.712 0.084
```

Properties
Net charge: +1
E_HOMO (Eh): -0.49363
Molecular weight (g/mol): 119.1
Multiplicity: 1
LUMO (eV): -3.040
Orbital gap (eV): 10.39
ΔE to the lowest compared entry with this formula, charge and spin (kJ/mol): 60.90